ORCA calculation (ωB97M-V/def2-TZVPD) on a cluster of 2 separate species, C2H3F2O2S in total.

XYZ file:
```
10
Properties=species:S:1:pos:R:3:forces:R:3
C -0.489112 -0.165712 -0.027391 0.499 2.368 -1.052
C 1.946642 2.452362 0.414388 0.381 -1.390 -1.050
O 1.537153 3.485083 -2.112245 -0.150 -0.432 0.476
O 3.614605 2.197375 -1.789096 0.029 -0.721 0.197
F 1.131428 3.397681 0.889439 -0.132 0.582 0.808
F 3.038064 2.335292 1.242523 -0.464 0.372 0.297
S 2.663911 3.150123 -1.216528 0.333 1.573 -0.710
H -0.225311 0.837161 -0.444085 -0.286 -0.994 -0.039
H -0.721683 -0.914676 -0.806948 0.147 0.044 1.440
H -0.367165 -0.035453 1.052491 -0.357 -1.402 -0.368
```
Forces are in eV/Å.

Its total charge is -1. The calculation puts the frontier orbital gap (spin up / spin down) at 7.579 / 6.306 eV. The strongest force on any atom is 2.64 eV/Å. The energy above the lowest of the compared OMol25 structures with the same formula, charge and spin comes out at 91.69 kcal per mole. The energy is -22484.6346 eV.

Löwdin population analysis, charges in e, atoms 1 to 4: number 1, C, carries 0.043; number 2, C, carries -0.459; number 3, O, carries -0.531; number 4, O, carries -0.518